[1]
The following is a quantum chemistry calculation of C27H37AsF6K3N7O6S as an isolated structure in a non-equilibrium geometry, from the OMol25 dataset.

The geometry in XYZ format:
```
88
C27H37AsF6K3N7O6S (ωB97M-V/def2-TZVPD)
H -6.65 5.49 4.87
H -6.07 9.23 3.51
H -7.36 12.84 3.35
S -9.15 2.39 9.17
H -6.79 11.02 4.98
C -3.72 6.59 13.48
H -11.37 6.46 4.80
H -4.65 6.04 13.33
H -8.65 10.41 12.72
F -4.98 8.14 7.49
K -5.69 13.28 7.49
N -7.82 10.92 12.96
C -6.76 14.85 10.81
C -6.24 6.22 4.19
H -6.91 7.84 5.29
C -5.11 7.34 2.66
C -9.06 4.47 7.62
H -9.35 5.94 9.19
C -9.64 4.92 8.91
C -7.53 11.77 5.20
N -7.79 12.75 4.26
H -2.50 5.83 9.27
H -2.99 6.02 14.05
H -13.38 6.58 6.62
N -6.41 7.48 4.49
N -3.02 6.96 12.28
C -7.10 15.46 9.65
O -10.39 1.63 8.89
F -5.61 10.52 8.09
C -8.04 14.53 8.98
H -3.04 3.23 6.03
H -5.31 3.76 6.86
H -6.21 15.10 11.71
C -2.88 5.18 8.49
H -5.01 5.55 8.92
F -7.22 9.33 6.72
H -6.10 13.53 14.00
N -7.15 13.52 10.70
C -8.50 11.83 6.18
K -3.18 10.14 9.86
H -9.39 7.65 5.99
C -10.64 7.94 7.62
H -8.59 12.82 13.54
C -8.05 13.36 9.65
H -10.16 13.25 6.67
C -6.41 12.61 13.55
H -9.71 4.61 6.76
H -7.08 16.48 9.32
C -6.52 10.45 12.87
N -10.32 7.52 6.36
H -6.28 9.43 12.61
O -9.44 3.88 9.87
C -11.88 7.51 7.92
C -9.38 12.92 6.00
H -8.59 14.72 8.08
C -12.38 6.99 6.72
O -1.86 6.63 12.13
As -6.43 8.90 8.25
H -9.91 8.44 8.24
H -1.20 4.37 7.35
H -6.93 12.84 11.41
H -9.24 14.20 4.15
O -8.70 3.09 7.75
H -4.53 11.36 13.48
F -7.80 9.72 9.16
H -4.49 7.57 1.81
O -8.10 1.69 9.89
C -4.43 4.31 7.18
C -7.71 12.23 13.30
C -2.26 4.48 7.53
C -5.58 11.47 13.26
H -10.72 5.06 8.82
H -12.31 7.62 8.90
H -3.95 7.47 14.07
H -8.49 11.18 7.05
N -3.24 3.88 6.78
O -3.73 7.51 11.48
C -11.39 6.94 5.77
C -4.26 5.13 8.27
K -3.44 7.05 5.47
C -5.35 6.02 3.10
F -5.55 8.71 9.84
H -4.95 5.08 2.74
C -8.90 13.38 4.77
H -8.08 4.95 7.59
C -5.87 8.17 3.48
H -8.44 12.39 9.36
F -7.22 7.29 8.25
```

charge = +2
spin multiplicity = 1
orbital gap = 5.73 eV
LUMO energy = -6.154 eV

Atom charges from the Löwdin analysis, given in e for atoms 1 to 5:
1. H 0.12
2. H 0.11
3. H 0.16
4. S 0.75
5. H 0.08

***

[2]
The following is a quantum chemistry calculation of C9H24ClIIrN5OP2 as an isolated structure in a non-equilibrium geometry, from the OMol25 dataset.

The geometry in XYZ format:
```
44
C9H24ClIIrN5OP2 (ωB97M-V/def2-TZVPD)
C 5.24 -0.21 0.69
P 4.14 -1.00 -0.49
H -1.74 5.16 1.67
C -4.30 -0.36 -1.72
H -4.50 0.88 1.33
C 1.36 0.75 -1.42
H -5.28 0.04 -2.00
H 0.39 0.24 -1.34
I 2.00 -1.00 0.95
H -5.09 -0.60 2.22
C 4.27 -2.80 -0.44
H 5.31 -3.09 -0.68
H -3.54 0.51 -1.80
H -3.98 -1.17 -2.39
H -3.21 -3.07 -0.54
Ir -3.05 0.27 -0.04
H -2.89 -2.45 1.11
N -2.04 2.84 0.81
H 3.96 -3.15 0.56
H 3.57 -3.16 -1.21
C -0.82 1.23 1.71
Cl -1.50 -1.27 -1.05
N -1.26 4.51 2.25
C -5.14 -0.04 1.27
H 5.13 -1.26 -2.67
C 4.25 -0.72 -2.27
H -6.16 0.31 1.07
N -1.07 3.31 1.60
H -0.40 4.83 2.68
H 6.19 0.13 0.25
N -0.35 2.33 2.26
H 1.21 1.79 -1.74
H 1.90 0.21 -2.21
O 2.59 1.70 0.46
H 3.35 -1.15 -2.73
C 2.06 0.73 -0.08
H 5.49 -0.87 1.53
H 4.72 0.68 1.07
H 4.33 0.34 -2.52
P -4.68 -1.18 -0.11
H -4.41 -3.35 0.77
C -3.67 -2.65 0.37
H -0.52 0.23 2.00
N -1.85 1.51 0.81
```

charge = +2
spin multiplicity = 5
orbital gap (spin up / spin down) = 7.25 / 7.50 eV
LUMO energy (spin up / spin down) = -5.861 / -7.496 eV

Atom charges from the natural (NBO) analysis, given in e for atoms 1 to 5:
1. C -1.00
2. P 1.17
3. H 0.41
4. C -0.96
5. H 0.23